A cluster of 12 separate species, C60H136O44P8 in total in a non-equilibrium geometry, computed with wB97M-V/def2-TZVPD.

Structure (XYZ):
```
248
Properties=species:S:1:pos:R:3:forces:R:3
C -9.633649 -17.874080 -3.093363 -0.7 -2.0 1.8
C -9.723337 -16.981260 -1.885921 -0.4 -0.6 0.7
O -8.430454 -16.387608 -1.902628 -1.3 1.7 3.5
C -7.962115 -16.403565 -3.084331 3.2 -0.4 -2.9
O -6.979069 -15.868424 -3.517510 -0.4 0.6 0.6
O -8.577988 -17.328536 -3.800369 -1.2 -0.6 -2.8
H -10.595893 -18.122672 -3.541015 0.2 1.0 -1.0
H -9.347565 -18.853826 -2.710825 0.5 -0.3 -0.2
H -9.762193 -17.572309 -0.970899 -0.4 0.3 0.0
H -10.552676 -16.276691 -1.948272 0.4 0.4 0.2
C -7.107449 -3.974281 -5.622393 1.0 0.9 0.1
C -7.285988 -2.754869 -6.643528 -0.3 -2.1 0.0
O -8.283546 -3.347111 -7.539044 1.3 1.5 1.3
C -8.635338 -4.539671 -7.046312 -2.6 -1.5 -5.0
O -9.238919 -5.274383 -7.816109 0.5 0.4 2.0
O -8.252509 -4.797086 -5.844024 0.1 0.5 1.8
H -7.001326 -3.563560 -4.618329 -0.7 -0.3 0.1
H -6.331619 -4.733068 -5.724514 0.8 0.8 -0.6
H -6.438753 -2.494862 -7.278090 0.1 -0.1 0.4
H -7.663112 -1.878337 -6.116671 -0.2 -0.1 -0.2
C -13.062689 -9.185130 -3.997353 -0.9 0.0 -1.0
C -14.037457 -9.631528 -5.119425 2.1 -0.7 -0.7
O -15.217996 -9.797071 -4.453741 -2.8 0.3 -2.4
C -15.106130 -9.822239 -3.193070 -1.4 0.0 4.7
O -16.060650 -9.974279 -2.434722 2.7 0.2 -1.2
O -13.788048 -9.621831 -2.833306 -0.2 0.2 0.1
H -12.994740 -8.099832 -4.072260 0.1 0.1 0.7
H -12.064523 -9.615800 -4.076712 -0.3 -0.2 0.3
H -13.816163 -10.631954 -5.491310 0.6 0.2 -0.5
H -14.164217 -8.917618 -5.933283 0.1 -0.1 0.1
C -6.072287 -6.460622 -20.052443 -0.6 -0.1 1.3
C -7.517552 -6.397619 -20.195242 -2.2 0.2 -2.7
O -8.072167 -7.084331 -19.098876 -2.0 -0.3 0.7
C -7.154608 -7.956135 -18.641829 2.0 1.2 1.1
O -7.117956 -8.803155 -17.800534 -1.9 0.1 -0.6
O -5.990709 -7.517514 -19.118405 3.0 -1.2 -0.9
H -5.840577 -5.563712 -19.478013 1.4 0.1 -0.8
H -5.717540 -6.705191 -21.053662 1.2 0.4 0.6
H -7.836894 -6.891506 -21.112952 -0.1 -0.6 0.0
H -7.811848 -5.379803 -20.451240 -0.7 0.2 1.3
C -7.703409 -0.182744 -11.785050 -1.5 0.0 -0.5
C -7.928064 0.371591 -13.189779 1.4 2.2 1.0
O -6.951944 -0.249246 -14.058684 -1.7 -0.2 -1.2
P -7.390884 -1.074364 -15.370222 -0.2 -1.1 -0.1
O -6.319821 -1.075263 -16.384269 -1.0 0.0 0.7
O -8.853191 -0.462542 -15.868467 2.7 -0.1 2.2
C -8.887483 -0.013110 -17.227761 -0.9 -1.3 -0.1
C -9.185280 -1.271017 -17.969844 -0.9 -1.3 -1.8
O -7.703041 -2.612887 -14.841712 -0.7 2.0 -1.5
C -8.630450 -2.811577 -13.762314 1.2 -1.8 1.6
C -9.535174 -4.081464 -13.747732 -1.1 0.9 -1.2
H -7.642748 0.665657 -11.103408 0.4 -0.3 0.2
H -8.579276 -0.754246 -11.477930 0.4 -0.5 0.3
H -6.784074 -0.761514 -11.874217 -0.2 0.0 0.6
H -8.895231 0.679552 -13.587082 -0.5 -1.7 -0.3
H -7.621059 1.406533 -13.039010 0.9 0.2 -0.6
H -9.702517 0.710051 -17.256984 0.3 0.2 -0.2
H -7.925962 0.313897 -17.623566 -0.1 0.7 0.5
H -8.279779 -1.871339 -18.058119 0.1 0.2 -0.5
H -9.907666 -1.999951 -17.602524 -0.2 0.5 1.2
H -9.689253 -1.101213 -18.921303 0.8 0.3 -0.6
H -7.923273 -3.010385 -12.957038 -0.3 0.5 0.6
H -9.240147 -1.937786 -13.532398 0.0 0.0 -0.2
H -9.884703 -4.302025 -12.739125 0.2 0.4 0.2
H -10.423559 -3.799698 -14.312967 -0.3 -0.2 0.0
H -9.278377 -5.052757 -14.170544 1.0 0.4 -0.1
C 3.410505 -18.633496 0.271424 0.2 1.0 1.2
C 2.578309 -17.762434 1.222984 0.9 -0.4 -1.6
O 1.604844 -18.720762 1.586228 -3.7 0.9 0.9
P 0.064205 -18.283353 2.017670 0.1 1.8 2.0
O -0.879251 -19.402237 2.124713 0.5 0.2 -0.7
O 0.373787 -17.616912 3.560400 -0.5 0.3 -2.6
C 0.630476 -18.543327 4.634191 -1.6 -0.6 -0.3
C -0.329465 -18.268105 5.842858 2.3 0.6 -0.7
O -0.523943 -16.962071 1.108306 3.0 -2.4 1.9
C -1.830267 -16.895457 0.561847 -0.8 0.5 -0.2
C -2.883369 -16.612501 1.629585 -0.7 -1.2 -0.5
H 3.792475 -19.440883 0.896199 0.0 -0.2 -0.4
H 2.681948 -18.996019 -0.453740 0.7 0.0 -0.4
H 4.255423 -18.038584 -0.075397 -0.1 -0.3 -0.6
H 3.170815 -17.361672 2.045434 -0.3 -0.2 0.3
H 2.149803 -16.947056 0.640190 -0.2 0.2 0.3
H 0.398511 -19.518613 4.206292 0.1 -0.3 0.4
H 1.687896 -18.524134 4.898001 -0.1 0.2 0.1
H -0.119976 -19.045407 6.577718 -0.8 -0.3 -0.1
H 0.079321 -17.386140 6.335941 -0.3 0.4 0.0
H -1.354760 -18.057571 5.538688 0.1 -0.6 0.1
H -1.803621 -16.084439 -0.165917 0.3 0.5 0.3
H -2.053266 -17.718322 -0.117336 -0.1 -0.7 0.7
H -3.835944 -16.432461 1.131301 0.0 0.7 -0.2
H -3.171081 -17.519071 2.161997 0.6 -0.2 0.4
H -2.640300 -15.834906 2.353704 0.1 0.1 -0.4
C -7.156461 -10.926318 -5.679083 -0.8 -1.4 -0.7
C -7.277459 -9.802580 -6.765841 -0.2 -1.1 2.5
O -6.053412 -9.071947 -6.723334 0.8 0.7 -1.0
P -4.879645 -9.222681 -7.829931 -1.3 -1.8 0.7
O -3.969844 -8.076813 -7.851276 0.2 -0.6 0.4
O -4.318517 -10.796787 -7.534009 -1.0 2.3 -1.3
C -3.432702 -10.958031 -6.430602 0.5 0.7 0.6
C -3.375224 -12.355271 -5.823211 -0.4 0.3 0.1
O -5.711221 -9.417485 -9.174818 0.6 -0.2 2.2
C -5.954085 -8.369730 -10.106142 0.2 -1.5 -2.0
C -5.907169 -9.259309 -11.375466 -0.1 2.1 -1.7
H -6.590485 -11.806096 -5.985299 0.4 0.3 -0.5
H -6.818927 -10.759825 -4.656125 0.3 1.2 -0.3
H -8.116426 -11.405272 -5.486248 -0.5 0.3 -0.3
H -7.622047 -10.144839 -7.741666 0.8 -0.3 -0.1
H -8.107380 -9.176172 -6.438820 0.4 0.6 0.1
H -2.431051 -10.636388 -6.715783 0.1 -0.2 -0.3
H -3.690146 -10.235237 -5.656402 -0.4 0.0 0.2
H -4.283590 -12.951047 -5.912785 0.0 0.1 -0.5
H -2.513600 -12.908278 -6.197250 -0.2 -0.1 0.1
H -3.317250 -12.197427 -4.746266 0.5 -0.2 0.1
H -6.889405 -7.821767 -9.992120 -0.5 -0.7 0.4
H -5.251648 -7.536341 -10.118254 0.8 -0.6 0.2
H -6.765463 -9.890850 -11.604745 -0.1 0.0 0.7
H -5.873499 -8.571997 -12.220783 -0.2 0.2 -0.4
H -4.995787 -9.833452 -11.542357 0.0 0.0 0.8
C -4.867636 -23.685113 -0.461921 -0.2 0.6 -0.1
C -4.177719 -22.768344 -1.471136 -0.4 -1.0 0.6
O -4.281713 -23.440516 -2.740807 1.5 0.5 -1.6
P -3.102487 -23.177370 -3.827223 0.3 -0.9 -1.9
O -3.327251 -24.018642 -5.100833 0.9 2.7 3.8
O -3.056878 -21.513406 -3.951282 -1.8 -3.9 1.4
C -2.066174 -20.862961 -4.648867 -0.5 2.9 -2.1
C -2.791579 -19.776463 -5.595669 -0.1 -0.5 0.5
O -1.626777 -23.402227 -3.046300 -3.3 3.9 -2.0
C -1.185320 -24.544641 -2.496483 2.0 -1.9 2.0
C -0.358758 -24.344941 -1.160153 -1.2 -0.3 -0.2
H -5.792467 -24.055552 -0.904151 0.2 -0.4 -0.1
H -4.185961 -24.479560 -0.158175 -0.3 -0.1 0.0
H -5.224925 -23.123857 0.401446 0.4 0.1 0.2
H -4.708637 -21.818601 -1.535881 0.5 0.2 -0.1
H -3.112879 -22.734634 -1.240735 -0.1 0.8 0.2
H -1.557921 -20.203843 -3.945070 0.7 -0.6 0.1
H -1.457079 -21.581563 -5.197241 0.3 0.4 0.0
H -3.316567 -20.149318 -6.475137 0.5 -0.5 -0.1
H -3.599192 -19.270975 -5.066176 0.0 -0.4 0.7
H -2.187197 -18.913814 -5.876133 0.6 -0.4 -0.2
H -2.021490 -25.164630 -2.173170 0.0 -0.5 -0.5
H -0.510703 -24.978225 -3.234722 -0.3 -0.9 0.1
H -0.836463 -23.627018 -0.493445 -0.1 0.3 -0.2
H -0.522657 -25.282434 -0.628812 0.5 -0.2 0.0
H 0.706821 -24.116564 -1.181998 -0.1 0.0 -0.5
C -5.430905 -7.502384 -1.502224 -0.6 0.0 0.0
C -5.520380 -8.552699 -0.372568 2.4 1.1 0.2
O -6.148380 -7.940671 0.780936 0.3 -0.1 -0.3
P -7.684297 -7.756130 0.844226 -5.4 -1.1 1.1
O -8.519837 -7.734948 -0.418356 2.3 0.0 1.9
O -7.958985 -6.378614 1.744324 -0.4 -6.9 0.1
C -7.353152 -5.273948 1.298469 0.8 3.0 -1.4
C -6.921713 -4.541368 2.529178 0.6 0.7 0.5
O -8.185536 -9.012362 1.919578 1.1 2.5 -1.2
C -8.255521 -10.394180 1.440844 -2.0 2.1 -1.6
C -9.354224 -10.462788 0.309910 1.3 -1.2 0.7
H -4.725241 -7.687492 -2.312075 -0.1 -0.7 0.1
H -6.396529 -7.238605 -1.933589 -0.1 -0.3 0.0
H -5.044045 -6.587361 -1.053714 0.0 0.0 0.3
H -5.736175 -9.616564 -0.471176 -1.1 0.4 -0.6
H -4.495483 -8.612784 -0.006410 0.2 -0.1 0.0
H -6.511708 -5.466473 0.632881 0.1 0.0 -0.1
H -8.130707 -4.770776 0.723725 0.3 0.8 -0.2
H -6.905695 -3.454286 2.451208 -0.4 0.0 -0.1
H -7.605423 -4.894179 3.301294 0.1 0.5 0.2
H -5.902908 -4.792720 2.824066 0.0 -0.4 0.0
H -7.294348 -10.613566 0.975956 0.0 -0.7 0.5
H -8.598223 -10.990471 2.286487 0.7 0.0 0.0
H -8.910398 -10.053882 -0.597785 -0.6 0.1 0.0
H -9.523505 -11.531824 0.181035 0.0 -0.2 -0.4
H -10.335666 -10.055415 0.552634 0.4 0.5 0.2
C -11.841187 -10.446666 -11.950329 -1.2 -0.1 -1.7
C -11.579695 -11.008671 -10.628116 -0.4 1.1 1.1
O -10.934014 -12.207491 -10.893074 1.3 -2.2 0.8
P -10.882686 -13.416994 -9.820788 -2.1 -0.5 0.3
O -11.393390 -13.102281 -8.462396 1.2 0.0 -1.2
O -11.935204 -14.490621 -10.520864 2.5 0.7 0.4
C -13.249334 -14.041013 -10.871024 0.6 0.4 0.9
C -13.498775 -14.107103 -12.324679 -0.9 0.6 -0.8
O -9.361252 -13.967010 -9.932818 -3.0 0.3 0.1
C -8.687367 -13.783532 -11.150572 3.1 0.2 -1.3
C -7.168329 -13.945891 -10.796929 -0.6 -0.2 -1.1
H -10.915759 -10.501247 -12.523639 0.0 0.8 0.0
H -12.506184 -11.117804 -12.493906 -0.2 -0.1 -0.1
H -12.364331 -9.490706 -11.926607 0.5 0.2 0.0
H -10.935857 -10.293292 -10.116435 0.1 -0.3 0.6
H -12.476619 -11.205254 -10.040762 0.0 0.3 0.1
H -13.932406 -14.681083 -10.312605 0.0 0.1 0.0
H -13.399303 -12.994147 -10.607015 -0.1 -0.1 0.7
H -12.951657 -14.912854 -12.814088 -0.6 -0.1 -0.1
H -14.588161 -14.101161 -12.360721 -0.3 -1.1 -0.6
H -13.375773 -13.153486 -12.838082 1.1 0.0 0.0
H -8.911351 -14.439257 -11.991992 -0.5 -1.1 0.7
H -8.891577 -12.849933 -11.674765 0.1 0.6 0.9
H -6.561216 -13.927266 -11.702006 -0.1 0.4 -0.3
H -6.779553 -13.180248 -10.125549 -0.2 -0.2 0.1
H -6.958960 -14.958507 -10.452122 -0.3 0.1 0.6
C -1.681678 -3.714102 -12.142198 0.4 -0.8 -0.7
C -2.361979 -2.338387 -12.055734 0.3 -1.9 -1.8
O -2.391034 -1.954758 -10.732445 1.1 2.5 2.9
P -0.994390 -1.266321 -10.031830 -1.1 -0.9 0.0
O 0.147446 -1.237212 -10.962913 -0.9 0.2 0.7
O -1.446445 0.103402 -9.299350 1.3 -1.6 0.3
C -1.848970 1.367286 -9.864552 -1.4 -2.4 -2.6
C -1.426675 1.352540 -11.417341 -0.9 1.1 1.8
O -0.705234 -2.210822 -8.768659 1.3 0.4 -1.4
C -1.501592 -2.654932 -7.712620 -1.8 1.0 1.0
C -1.754941 -1.502457 -6.690229 -1.1 -1.4 -0.3
H -1.060064 -3.782404 -13.034968 0.4 0.0 0.2
H -1.153077 -4.048903 -11.249677 0.7 0.9 0.0
H -2.332284 -4.585994 -12.210117 -0.9 0.4 -0.4
H -1.986213 -1.575984 -12.738116 0.9 0.0 0.3
H -3.333373 -2.515820 -12.517268 -0.8 0.4 0.9
H -2.918965 1.159424 -9.864576 -0.4 1.0 -0.2
H -1.679363 2.167847 -9.144528 0.8 0.0 -0.5
H -0.363933 1.128299 -11.508917 -0.2 0.4 -0.3
H -2.041046 0.636706 -11.963430 0.2 -0.7 0.5
H -1.815006 2.255675 -11.888131 0.8 0.5 0.1
H -2.387408 -3.093017 -8.172539 -0.7 0.6 0.2
H -1.173947 -3.520811 -7.137295 1.4 0.1 -0.5
H -2.350110 -1.956837 -5.898126 0.1 -0.1 0.3
H -0.845922 -1.114069 -6.230969 0.0 0.1 -0.4
H -2.425927 -0.741671 -7.089061 0.5 0.2 -0.2
C -4.105119 -12.851834 -21.864353 0.3 0.5 1.0
C -3.440432 -13.527101 -20.652540 -1.3 -1.1 0.5
O -2.515976 -12.730376 -19.932283 2.9 1.0 -0.7
P -1.012566 -12.432305 -20.510057 0.0 0.5 -1.3
O -0.947033 -11.894450 -21.924325 -0.2 -0.9 2.6
O -0.391200 -11.420549 -19.391551 -0.3 -3.6 -2.1
C -1.057300 -10.362502 -18.790828 -1.2 1.2 0.9
C -1.898698 -10.732409 -17.550869 0.7 0.7 0.0
O -0.228120 -13.860169 -20.358117 -1.1 1.7 1.6
C 0.605913 -14.336895 -21.409458 -0.1 1.2 -0.5
C -0.272687 -14.877060 -22.467249 -0.2 -0.9 -0.9
H -4.941974 -12.265330 -21.485150 -0.1 0.1 -0.3
H -3.368621 -12.159034 -22.271418 -0.1 -0.1 -0.3
H -4.459812 -13.530966 -22.639652 0.2 -0.1 0.2
H -4.085574 -13.721762 -19.795803 -1.0 -0.1 -0.6
H -3.096474 -14.537917 -20.871695 0.8 0.2 -0.3
H -0.172263 -9.778857 -18.537538 -0.6 0.7 0.6
H -1.698873 -9.775044 -19.447623 0.2 -0.2 -0.6
H -2.432264 -9.852098 -17.192466 0.5 0.5 0.1
H -2.752762 -11.401942 -17.652858 0.7 -0.6 -0.5
H -1.139401 -11.015633 -16.821920 -0.6 -0.5 0.5
H 1.122414 -13.457238 -21.793568 0.6 -0.3 0.0
H 1.262372 -15.127713 -21.046467 0.1 0.5 0.4
H 0.299098 -14.945505 -23.392713 -0.1 -0.2 -0.1
H -0.572329 -15.879228 -22.160720 -0.4 0.0 -0.3
H -1.127030 -14.228199 -22.660101 0.1 -0.1 0.0
```
Forces are in eV/Å.

Values from the calculation:
lowest unoccupied orbital energy	0.0	eV
HOMO energy	-0.373	hartree

Atomic partial charges in e from the Mulliken method, atoms 1 to 2: number 1, C, carries -0.297; number 2, C, carries -0.293